[1]
Computed, not measured: a molecular structure, C10H29BMnO5 at a distorted geometry, with ωB97M-V/def2-TZVPD.

The geometry in XYZ format:
```
46
Properties=species:S:1:pos:R:3:forces:R:3
Mn 0.23122 -0.14756 0.14067 1.624 0.542 1.128
C 1.89596 0.06758 3.47473 0.159 0.043 0.280
C 1.42592 1.29597 2.70456 0.153 0.284 0.177
O 0.46456 1.05228 1.74729 -0.263 -0.347 -0.571
H 2.67175 0.34984 4.19668 -0.002 0.019 -0.078
H 2.32136 -0.67429 2.79936 -0.074 -0.049 -0.006
H 1.09154 -0.38663 4.06083 -0.093 -0.017 -0.157
H 2.34110 1.76983 2.29035 -0.120 -0.064 -0.162
H 1.04364 2.03880 3.42978 0.020 -0.077 0.033
B 2.14016 -1.68148 -0.07196 -0.111 -0.480 0.249
H 1.51187 -1.65530 0.97086 -0.377 -0.063 0.346
H 3.21607 -2.14440 0.21150 0.062 0.085 -0.132
H 1.50123 -2.32958 -0.86893 0.197 -0.206 -0.173
H 2.21980 -0.52847 -0.42810 0.300 0.443 -0.323
C -1.92078 2.39725 -0.78056 -0.226 0.358 0.177
O -1.58057 1.10921 -0.32444 -0.759 -0.499 0.086
C -2.73074 0.28260 -0.09912 0.396 0.296 -0.063
C -2.53007 -0.53712 1.15109 0.251 0.254 0.132
O -1.34269 -1.31424 1.01642 -0.924 -0.536 -0.142
C -1.04987 -2.10521 2.17555 -0.001 0.645 0.302
H -1.01555 2.95702 -0.98716 0.125 -0.152 -0.031
H -2.48016 2.92760 -0.00095 0.017 -0.001 -0.070
H -2.54223 2.34279 -1.68087 0.082 0.002 -0.054
H -2.86818 -0.36004 -0.97386 -0.129 0.007 -0.011
H -3.59912 0.92813 0.04199 -0.162 -0.154 -0.028
H -3.40139 -1.18354 1.29180 0.043 -0.080 0.089
H -2.40804 0.13574 2.00596 -0.052 -0.037 0.049
H -1.95579 -2.57416 2.56386 -0.015 -0.255 -0.303
H -0.67325 -1.44425 2.95969 0.162 -0.019 -0.052
H -0.28051 -2.80755 1.88150 -0.029 -0.169 0.066
C 1.87347 2.34176 -1.04506 0.145 0.404 -0.009
O 0.92365 1.35564 -1.39089 -0.803 -0.022 -0.463
C 1.07739 0.77147 -2.68200 0.871 0.159 0.849
C -0.00967 -0.24755 -2.93889 -0.869 0.511 -0.410
O -0.34353 -1.03369 -1.80253 0.143 0.130 -0.847
C -0.89862 -2.28069 -2.19060 0.153 -0.152 0.150
H 2.00040 3.06962 -1.85591 0.002 -0.182 -0.087
H 2.83795 1.89779 -0.78953 -0.015 -0.068 -0.018
H 1.47119 2.87671 -0.18661 0.070 -0.203 0.146
H 2.07130 0.31119 -2.69122 -0.079 -0.160 -0.218
H 1.04565 1.57319 -3.42459 -0.083 -0.147 -0.219
H 0.29578 -0.85023 -3.79932 0.165 -0.269 0.236
H -0.94273 0.24104 -3.26095 0.135 0.180 0.061
H -1.75863 -2.12729 -2.85045 -0.030 0.013 0.048
H -1.19902 -2.80209 -1.28653 -0.044 0.045 0.032
H -0.14182 -2.87773 -2.70341 -0.015 -0.009 -0.010
```
Forces are in eV/Å.

Calculated values
HOMO-LUMO gap (alpha / beta), eV: 7.538 / 8.119
Strongest force on any atom, eV/Å: 2.05
Electronic energy, a.u.: -1950.3529
Energy above the lowest of the compared OMol25 structures with the same formula, charge and spin, kcal per mole: 0.0
Spin multiplicity: 6
LUMO energy (alpha / beta), hartree: 0.0146 / 0.0145
Expectation value of S²: 8.753

Mulliken population analysis, charges in e, atoms 1 to 8: Mn 0.937; C -1.006; C -0.492; O -0.696; H 0.422; H 0.193; H 0.168; H 0.246

[2]
Computed, not measured: a molecular structure, C10H29N5O6Zn at a distorted geometry, with ωB97M-V/def2-TZVPD.

The geometry in XYZ format:
```
51
Properties=species:S:1:pos:R:3:forces:R:3
Zn 0.09923 0.38257 0.47132 0.848 -0.171 -0.248
C 2.75018 -0.98043 1.36221 1.430 -0.917 0.009
O 1.81426 -0.55241 0.72101 -0.852 0.449 -0.908
N 3.51876 -1.97719 0.99468 0.689 -2.958 -2.016
N 3.25429 -0.51885 2.47708 -0.467 2.618 3.402
H 3.34685 -2.49547 0.14502 -0.029 0.072 0.211
H 4.16871 -2.37495 1.65759 0.023 0.020 -0.551
H 2.84492 0.29885 2.90592 0.117 -0.317 0.051
H 3.84715 -1.09970 3.05261 -0.049 0.462 -0.092
C 0.97232 3.11657 -0.45089 -1.189 -0.982 1.069
O 0.91939 1.91178 -0.37218 1.315 -2.602 -0.146
N 1.30693 3.94244 0.46971 2.089 2.297 4.274
N 0.41983 3.73657 -1.40152 -2.200 2.082 -5.511
H 1.44056 3.63706 1.42312 0.288 0.321 -0.421
H 1.09229 4.91149 0.28273 0.412 -0.112 0.816
H 0.03270 3.19445 -2.16069 0.201 0.502 -0.158
H 0.45128 4.74599 -1.41534 -0.292 -0.336 -0.767
C 0.02839 -2.66536 -4.56332 1.180 -0.776 -1.908
O -0.00567 -2.18344 -3.26315 0.717 1.171 -0.587
C -0.41564 -3.10306 -2.32877 -0.254 1.115 0.967
C -0.26468 -2.31018 -0.98714 1.164 -0.567 0.182
N -0.47665 -0.78619 -1.06902 -0.703 -4.147 -0.433
C -1.89629 -0.68634 -1.25643 -2.000 1.947 -0.299
C -2.35511 0.75693 -0.92296 -0.391 -0.291 -0.811
O -1.69183 1.26676 0.25253 -1.059 -0.185 0.057
C -2.05561 2.58033 0.67224 -1.009 0.535 -0.164
H -0.46041 -3.62341 -4.74029 -0.726 0.120 0.434
H 1.05126 -2.92057 -4.84025 0.347 0.216 0.054
H -0.30319 -1.94435 -5.31053 -0.272 0.161 0.379
H 0.23863 -3.96795 -2.21929 0.013 -0.247 -0.243
H -1.39840 -3.39346 -2.70017 -0.463 -0.506 1.022
H 0.76970 -2.42225 -0.66218 0.069 -0.044 -0.214
H -0.83065 -2.86331 -0.23758 -0.433 0.690 0.215
H -0.08167 -0.67180 -1.99153 0.507 0.704 -0.432
H -2.55890 -1.38945 -0.75175 0.745 -0.113 1.184
H -2.22266 -0.98223 -2.25344 0.320 0.704 -0.585
H -3.43988 0.67573 -0.85395 -0.103 0.553 0.566
H -2.13373 1.47182 -1.71545 0.073 -0.110 -0.281
H -1.28682 3.02775 1.30223 0.082 -0.369 -0.174
H -3.00406 2.58671 1.20935 0.038 -0.421 0.337
H -2.28060 3.24620 -0.16087 0.495 -0.100 -0.394
C -0.67863 -0.75006 3.03013 1.590 0.331 1.570
C -0.53633 0.75229 3.30577 -1.243 0.278 -0.454
O 0.36866 1.37849 2.35047 -0.510 -0.488 1.027
O -0.84237 -1.02418 1.65256 -0.739 -0.055 0.793
H -1.46315 -1.15011 3.67246 -0.218 0.066 -0.273
H 0.25266 -1.22111 3.34462 0.092 -0.236 0.073
H -0.28374 1.03843 4.32676 0.397 -0.644 0.010
H -1.53220 1.17733 3.18063 -0.040 0.324 -0.361
H 0.91949 2.01333 2.81434 0.063 -0.028 -0.033
H -1.40960 -1.79207 1.55158 -0.062 -0.016 -0.236
```
Forces are in eV/Å.

Calculated values
HOMO-LUMO gap, eV: 9.756
Strongest force on any atom, eV/Å: 6.29
Electronic energy, a.u.: -2902.4720
Energy above the lowest of the compared OMol25 structures with the same formula, charge and spin, kcal per mole: 51.5
Charge: +2
Spin multiplicity: 1
LUMO energy, hartree: -0.1953

Mulliken population analysis, charges in e, atoms 1 to 8: Zn 1.146; C 0.623; O -0.612; N -0.417; N -0.347; H 0.223; H 0.158; H 0.172

[3]
Computed, not measured: a molecular structure, C10H29O9PdS at a distorted geometry, with ωB97M-V/def2-TZVPD.

The geometry in XYZ format:
```
50
Properties=species:S:1:pos:R:3:forces:R:3
Pd 0.25277 -0.07609 0.11204 -0.389 0.167 0.946
S 3.32678 1.24308 -0.89856 1.602 2.009 -0.287
O 3.56542 1.30069 -2.35255 -0.135 -0.211 0.002
O 4.39737 0.54508 -0.18421 0.004 -0.406 0.133
O 3.13924 2.61393 -0.35302 -0.314 -0.248 0.130
O 2.04828 0.50693 -0.70462 -1.344 -1.223 -0.422
C -2.53381 0.35154 2.70927 -1.126 -0.395 -0.093
C -2.71803 -0.15659 1.26365 1.399 -0.042 0.111
O -1.60938 -0.85940 0.81144 -0.123 -0.259 -0.235
H -1.95551 1.26981 2.79600 -0.025 0.098 -0.025
H -2.09207 -0.40744 3.35443 0.282 -0.168 -0.267
H -3.55519 0.45696 3.10699 0.216 0.630 0.174
H -2.95002 0.69699 0.60342 -0.117 0.228 0.043
H -3.62054 -0.78412 1.25067 -0.009 -0.227 -0.028
C 2.19650 0.68052 4.25321 0.727 0.217 -0.361
C 1.12160 0.06346 3.36733 -0.752 0.315 1.121
O 1.12560 0.64263 2.07513 0.090 -0.391 0.524
H 3.15871 0.17411 4.16209 -0.060 -0.063 -0.051
H 1.96379 0.77836 5.31295 -0.334 -0.314 -0.037
H 2.38861 1.70077 3.90429 -0.047 0.025 0.060
H 0.14764 0.23318 3.83561 -0.125 0.228 -0.059
H 1.16461 -1.02503 3.33335 0.432 -0.002 -0.529
H 1.48303 1.53643 2.14272 0.169 -0.056 -0.575
C -2.19968 -0.84639 -3.56228 -0.150 0.082 -0.084
C -1.15347 -1.32077 -2.56901 -0.206 0.296 -0.741
O -0.40981 -0.22746 -2.04890 -0.437 -0.126 0.380
H -2.95365 -1.61616 -3.74066 0.199 -0.134 -0.175
H -1.71594 -0.56980 -4.50161 -0.190 0.011 -0.078
H -2.75407 0.01601 -3.18887 0.171 0.054 0.142
H -0.46547 -1.99798 -3.08267 -0.046 -0.244 0.165
H -1.64906 -1.82170 -1.74107 0.311 0.154 0.320
H 0.03970 0.31359 -2.70852 0.257 -0.327 -0.061
C -1.67061 3.05290 -1.82796 0.445 -0.177 0.559
C -0.27344 2.82768 -1.21396 -0.662 0.610 -0.749
O -0.43066 2.05761 -0.01894 0.279 0.545 -0.404
H -2.26482 3.69400 -1.17021 0.018 0.273 -0.223
H -2.20987 2.10522 -1.85055 0.149 -0.134 -0.216
H -1.59798 3.46430 -2.83426 -0.117 0.149 0.063
H 0.24558 3.76350 -0.99911 -0.127 0.052 0.220
H 0.38336 2.36495 -1.94637 0.142 -0.655 0.498
H -1.03190 2.56240 0.53628 -0.049 -0.326 0.250
C 0.81690 -4.01306 -0.96269 0.476 1.218 -1.224
C 1.73245 -2.78350 -0.77573 -0.627 -0.835 1.811
O 1.34211 -2.10188 0.44662 -0.448 0.080 -0.540
H 0.97327 -4.82953 -0.26649 -0.106 0.104 0.252
H 0.98332 -4.37393 -1.98596 0.021 -0.233 0.149
H -0.18450 -3.58468 -0.96401 -0.257 -0.511 0.401
H 1.52775 -2.04590 -1.54407 0.639 -0.025 -0.207
H 2.77202 -3.06589 -0.61387 0.148 0.247 -0.792
H 1.70304 -2.50931 1.23325 0.146 -0.055 0.008
```
Forces are in eV/Å.

Calculated values
HOMO-LUMO gap (alpha / beta), eV: 6.316 / 6.285
Strongest force on any atom, eV/Å: 2.59
Electronic energy, a.u.: -1601.5674
Energy above the lowest of the compared OMol25 structures with the same formula, charge and spin, kcal per mole: 0.0
Charge: -1
Spin multiplicity: 3
LUMO energy (alpha / beta), hartree: 0.1007 / 0.0998
Expectation value of S²: 2.003

Mulliken population analysis, charges in e, atoms 1 to 8: Pd 0.367; S 1.241; O -0.789; O -0.747; O -0.805; O -0.364; C -0.989; C -0.289

[4]
Computed, not measured: a molecular structure, C10H30AlBrFLiMgN4O4PS at a distorted geometry, with ωB97M-V/def2-TZVPD.

The geometry in XYZ format:
```
55
Properties=species:S:1:pos:R:3:forces:R:3
O 0.34433 0.14139 -5.86166 3.107 -0.224 0.043
S 1.68945 -0.48162 -5.74551 -3.873 -2.393 -1.225
O 1.56024 -1.97602 -5.75537 1.474 2.777 -0.160
F 2.61225 -0.02688 -7.03960 -0.827 -0.418 1.149
Al 2.60143 0.03010 -3.69798 0.139 -1.902 0.265
H 2.34681 1.60457 -3.21302 0.058 2.311 0.841
H 4.18162 -0.20034 -3.62093 0.410 0.270 -0.267
H 1.88293 -0.94011 -2.64171 0.017 0.066 -0.284
O 1.29173 0.46249 0.13976 0.642 1.394 -2.822
P 1.24652 1.96669 0.48789 -0.485 -0.246 6.621
N 2.50378 1.88964 1.63075 0.891 -0.105 0.638
C 2.48265 1.81312 3.07377 -0.243 0.007 0.090
C 3.86012 1.80087 1.09233 -0.188 0.238 -0.616
N -0.37708 1.85484 1.09035 -1.084 -1.052 -0.458
C -0.84952 2.14011 2.43401 -0.264 0.852 -0.221
C -1.15171 0.73691 0.56056 -0.180 0.909 -0.479
N 1.19616 3.70147 0.68932 -1.276 -0.604 -2.968
C 1.57927 4.51504 1.82721 1.418 -0.148 0.301
C 0.22101 4.37692 -0.17843 -0.169 0.038 -0.143
H 3.08272 2.61804 3.51152 0.038 -0.054 0.086
H 2.89026 0.85897 3.43781 0.065 0.033 -0.020
H 1.48802 1.91825 3.50004 -0.096 0.076 -0.110
H 4.19509 2.78594 0.74678 0.182 -0.040 0.011
H 3.89980 1.11608 0.24014 -0.003 0.010 0.022
H 4.57498 1.43766 1.83018 -0.190 -0.003 0.134
H -0.48433 1.41116 3.17373 0.054 0.041 0.219
H -1.94117 2.10013 2.47722 0.070 -0.116 -0.189
H -0.61547 3.14952 2.76134 0.374 -0.101 0.131
H -0.90042 -0.19580 1.07542 -0.806 -0.526 -0.511
H -0.98196 0.59820 -0.50394 0.204 -0.260 0.189
H -2.22499 0.90612 0.66823 0.097 0.038 0.353
H 1.12192 4.20507 2.76684 0.009 -0.172 -0.006
H 1.29345 5.55762 1.67830 -0.118 -0.180 -0.388
H 2.66405 4.52555 1.96075 -0.062 -0.057 0.126
H -0.77716 4.38806 0.27064 0.020 0.048 0.041
H 0.15362 3.87296 -1.14253 -0.125 0.024 0.119
H 0.51477 5.40796 -0.38843 0.111 -0.093 0.060
Mg 4.48510 -2.30923 -3.85926 -0.404 0.129 -0.022
Br 2.31006 3.10105 -2.51925 0.015 -0.880 -0.338
Li 0.21467 -0.63254 2.13323 0.951 0.038 -0.153
O -0.70567 -3.45631 1.04339 0.055 0.457 0.028
H -0.71486 -2.78049 0.35695 -0.069 -0.232 -0.245
H -0.80202 -4.28562 0.55608 0.021 -0.037 0.078
C -4.42904 -5.06058 1.30251 0.039 0.024 0.134
C -4.67651 -4.24797 0.04044 -0.004 -0.024 0.234
C -4.59918 -5.10017 -1.23154 0.768 -0.062 0.120
C -3.23617 -5.71143 -1.35848 0.412 -0.370 -0.339
N -2.18314 -6.18870 -1.46711 -1.328 0.801 0.316
H -3.42603 -5.49187 1.30789 -0.050 -0.048 -0.022
H -4.51553 -4.42788 2.18742 -0.030 -0.050 -0.017
H -5.15310 -5.87310 1.39594 0.050 0.021 0.009
H -3.94298 -3.43838 -0.01402 -0.050 -0.009 -0.099
H -5.66306 -3.78360 0.10682 0.028 -0.024 -0.181
H -4.79411 -4.48575 -2.11191 0.095 -0.133 -0.049
H -5.34358 -5.89812 -1.20490 0.112 -0.038 -0.024
```
Forces are in eV/Å.

Calculated values
HOMO-LUMO gap, eV: 4.253
Strongest force on any atom, eV/Å: 6.64
Electronic energy, a.u.: -4782.0430
Charge: +1
Spin multiplicity: 1
LUMO energy, hartree: -0.1955

Mulliken population analysis, charges in e, atoms 1 to 8: O -0.548; S 0.886; O -0.555; F -0.243; Al 0.632; H 0.194; H -0.229; H -0.100